Entry 1:
{"formula": "C24H35N2O6RuS2Si", "method": "ωB97M-V/def2-TZVPD", "spin_multiplicity": 2, "total_charge": -2, "orbital_gap_ev": [5.7, 5.7], "total_energy_ev": -72857.281, "elements": ["Ru", "O", "C", "O", "C", "C", "C", "C", "C", "O", "C", "C", "O", "O", "H", "H", "H", "H", "H", "H", "H", "H", "S", "C", "C", "C", "C", "C", "C", "S", "H", "H", "H", "H", "C", "Si", "C", "C", "C", "H", "H", "H", "H", "H", "H", "H", "H", "H", "H", "H", "C", "N", "C", "C", "C", "N", "C", "C", "O", "H", "H", "H", "H", "H", "H", "H", "H", "H", "H", "H", "H"], "coordinates": [[0.06153, 0.15396, -0.57620], [1.95832, 3.04435, 1.92256], [1.73729, 2.01324, 1.28053], [0.58461, 1.61303, 0.91069], [2.93343, 1.09407, 0.98153], [2.62313, -0.34307, 1.42422], [3.91379, -1.16147, 1.54535], [4.28450, -1.38486, 0.05612], [3.13562, -0.65111, -0.64817], [2.03596, -0.91846, 0.23919], [3.33637, 0.86731, -0.51522], [2.56624, 1.64853, -1.59336], [3.18670, 2.49838, -2.23865], [1.35500, 1.31039, -1.80594], [3.77350, 1.50420, 1.54084], [1.92150, -0.43359, 2.24815], [4.68195, -0.63198, 2.11062], [3.70843, -2.10832, 2.04678], [5.25399, -0.96419, -0.21439], [4.28346, -2.44492, -0.20125], [2.87853, -1.00250, -1.64389], [4.38477, 1.12798, -0.65801], [-1.45492, -1.27426, 0.61123], [-1.91236, -2.46924, -0.58197], [-2.92555, -3.39898, -0.31184], [-3.28243, -4.37954, -1.22425], [-2.63056, -4.45137, -2.45136], [-1.63822, -3.52668, -2.74449], [-1.27213, -2.53537, -1.83455], [-0.03959, -1.35134, -2.25020], [-3.44495, -3.33162, 0.63851], [-4.07253, -5.08234, -0.98048], [-2.90242, -5.20950, -3.17762], [-1.13232, -3.55470, -3.70403], [-3.37282, 3.13683, -2.61177], [-1.61172, 2.40860, -2.51070], [-0.45101, 3.88487, -2.52180], [-1.38201, 1.45122, -4.11380], [-1.53468, 1.40371, -0.94917], [-3.51955, 3.71049, -3.53330], [-3.56310, 3.80297, -1.76510], [-4.12212, 2.34031, -2.58421], [-0.66011, 4.54107, -3.37402], [0.58722, 3.55262, -2.56800], [-0.56860, 4.46851, -1.60418], [-1.47424, 2.12224, -4.97469], [-2.12876, 0.65803, -4.21049], [-0.39869, 0.98065, -4.13400], [-2.48773, 0.88110, -0.81107], [-1.43586, 2.13245, -0.13406], [-1.17539, 0.81535, 3.67794], [-1.49667, -0.56809, 3.99840], [-2.89282, -0.91101, 3.81203], [-3.15866, -2.30356, 4.34232], [-2.22770, -3.25856, 3.62736], [-0.85072, -2.83475, 3.77735], [0.10613, -3.75209, 3.18932], [-0.49431, -1.49459, 3.79228], [0.67842, -1.15720, 3.70480], [-1.63696, 1.47899, 4.41451], [-1.54224, 1.07315, 2.67888], [-0.09950, 0.94966, 3.67769], [-3.15102, -0.86035, 2.74582], [-3.49405, -0.16471, 4.33988], [-4.19792, -2.58769, 4.16427], [-2.97033, -2.33468, 5.41973], [-2.48677, -3.30734, 2.56218], [-2.31486, -4.27109, 4.03592], [0.21795, -4.64067, 3.81912], [1.06296, -3.25074, 3.08777], [-0.22742, -4.05514, 2.19071]], "forces_ev_per_a": [[0.227, -0.018, 0.212], [-0.064, -0.042, 0.000], [0.192, 0.083, -0.052], [-0.315, -0.324, 0.112], [0.020, -0.055, -0.013], [-0.068, 0.043, 0.033], [-0.020, -0.030, 0.011], [0.011, 0.026, -0.009], [0.043, -0.032, 0.031], [-0.163, 0.026, -0.145], [-0.013, 0.089, 0.013], [0.016, -0.111, 0.024], [-0.007, 0.023, 0.003], [-0.151, 0.146, -0.070], [0.006, 0.001, -0.010], [0.084, -0.017, -0.070], [-0.004, 0.013, -0.010], [0.006, 0.010, 0.015], [0.009, -0.011, -0.001], [-0.020, 0.000, -0.001], [-0.005, 0.006, -0.008], [-0.001, 0.010, 0.012], [0.334, 0.228, -0.067], [-0.030, -0.072, -0.011], [0.012, 0.014, -0.008], [-0.007, -0.015, 0.015], [0.007, 0.009, -0.011], [0.001, -0.009, -0.008], [-0.019, 0.065, 0.123], [-0.192, 0.014, -0.032], [-0.017, -0.003, -0.020], [0.000, 0.004, 0.000], [0.004, -0.001, 0.000], [0.005, 0.000, 0.001], [0.013, 0.010, -0.029], [0.029, -0.035, 0.000], [0.015, 0.008, 0.044], [0.000, -0.023, 0.012], [0.091, 0.043, -0.374], [0.000, 0.006, 0.005], [-0.004, -0.006, 0.007], [0.000, 0.001, -0.005], [0.010, -0.004, 0.002], [-0.001, -0.007, -0.030], [-0.014, 0.010, 0.001], [-0.007, 0.004, 0.000], [0.013, -0.005, 0.012], [0.021, 0.019, 0.009], [0.008, -0.036, 0.025], [-0.053, -0.055, 0.082], [-0.036, 0.049, -0.094], [0.174, -0.109, -0.033], [-0.085, -0.001, -0.034], [0.032, 0.019, 0.012], [-0.044, -0.033, -0.021], [0.047, 0.050, 0.029], [0.003, 0.007, -0.056], [-0.172, 0.074, -0.095], [0.048, -0.106, 0.254], [0.006, -0.009, 0.004], [0.045, 0.004, 0.015], [-0.036, 0.051, 0.028], [-0.001, 0.026, 0.041], [0.019, -0.009, 0.045], [0.001, 0.002, -0.013], [-0.019, -0.011, 0.005], [0.021, 0.006, 0.027], [0.010, 0.000, 0.021], [-0.018, -0.008, -0.010], [0.010, -0.011, 0.056], [-0.007, 0.008, -0.002]], "mulliken_spin": [0.981, 0.001, 0.011, 0.019, 0.002, -0.008, 0.001, -0.001, 0.005, -0.019, -0.003, -0.007, 0.000, -0.021, -0.001, 0.003, 0.000, 0.000, -0.001, 0.000, 0.003, 0.001, -0.030, 0.025, -0.009, 0.020, -0.016, 0.024, -0.026, 0.094, 0.000, 0.003, -0.001, 0.002, 0.000, -0.002, 0.000, 0.002, -0.057, 0.000, -0.001, 0.000, 0.000, 0.000, 0.000, 0.001, -0.001, 0.001, -0.005, 0.014, 0.000, 0.000, -0.001, 0.000, 0.001, -0.001, 0.001, 0.000, 0.000, 0.000, -0.001, 0.000, 0.000, 0.000, 0.000, 0.000, -0.001, 0.000, 0.000, 0.000, 0.000]}


Entry 2:
{"formula": "C24H35N3O6S", "method": "ωB97M-V/def2-TZVPD", "total_charge": 0, "orbital_gap_ev": 8.3, "smiles": "COc1ccc([N+](=O)[O-])cc1N(C[C@@H](O)CN(CC(C)C)CC(C)C)S(=O)(=O)c1ccccc1", "total_energy_ev": -53043.336, "elements": ["C", "O", "C", "C", "C", "C", "N", "O", "O", "C", "C", "N", "C", "C", "O", "C", "N", "C", "C", "C", "C", "C", "C", "C", "C", "S", "O", "O", "C", "C", "C", "C", "C", "C", "H", "H", "H", "H", "H", "H", "H", "H", "H", "H", "H", "H", "H", "H", "H", "H", "H", "H", "H", "H", "H", "H", "H", "H", "H", "H", "H", "H", "H", "H", "H", "H", "H", "H", "H"], "coordinates": [[-0.75481, -1.76569, -3.53924], [-0.10915, -0.96708, -2.57045], [0.86954, -1.49959, -1.81602], [1.26778, -2.83489, -1.87547], [2.30691, -3.30195, -1.09659], [2.95416, -2.43032, -0.23262], [4.04987, -2.89101, 0.56665], [4.62572, -2.07700, 1.26166], [4.34408, -4.06709, 0.50136], [2.55566, -1.10066, -0.13654], [1.52312, -0.61987, -0.91653], [1.21262, 0.74029, -0.84185], [-0.15833, 1.20610, -0.78423], [-0.42641, 1.96226, 0.51676], [0.16384, 3.24262, 0.54157], [-1.94810, 2.08664, 0.72860], [-2.58541, 0.78671, 0.87732], [-3.99306, 0.79668, 0.48842], [-4.27968, 0.34024, -0.95486], [-3.76853, 1.30818, -2.01907], [-3.73122, -1.06034, -1.20908], [-2.39545, 0.24593, 2.21982], [-2.33577, -1.28685, 2.23973], [-1.04931, -1.78580, 1.58764], [-2.43286, -1.79379, 3.67682], [2.37208, 1.75400, -1.53527], [1.72260, 3.01979, -1.75153], [2.95204, 1.08932, -2.66519], [3.61564, 1.90994, -0.26000], [4.86481, 1.36286, -0.48707], [5.82757, 1.44024, 0.50518], [5.52897, 2.06487, 1.70597], [4.27511, 2.61719, 1.91690], [3.30515, 2.54156, 0.92949], [-1.46951, -1.10440, -4.02557], [-1.28962, -2.60059, -3.07708], [-0.04573, -2.14315, -4.28046], [0.78267, -3.51464, -2.55674], [2.62938, -4.32972, -1.15577], [3.06474, -0.44786, 0.55385], [-0.83812, 0.35717, -0.82031], [-0.35331, 1.86199, -1.63784], [0.01296, 1.38404, 1.34306], [0.55705, 3.42647, -0.32848], [-2.36303, 2.59425, -0.14131], [-2.11584, 2.73460, 1.60393], [-4.53136, 0.11007, 1.14692], [-4.43285, 1.79493, 0.63472], [-5.37324, 0.30277, -1.03999], [-4.14616, 1.01348, -2.99675], [-4.11281, 2.32049, -1.81854], [-2.68384, 1.30277, -2.05748], [-4.17942, -1.77993, -0.52815], [-3.94949, -1.37241, -2.22823], [-2.65588, -1.06803, -1.06032], [-1.45494, 0.62608, 2.62010], [-3.19699, 0.58668, 2.89634], [-3.18591, -1.67720, 1.67308], [-1.04078, -2.87256, 1.53836], [-0.95805, -1.39158, 0.58052], [-0.18145, -1.46253, 2.15861], [-2.38081, -2.87968, 3.70088], [-1.61369, -1.39861, 4.27380], [-3.37035, -1.48571, 4.13468], [5.05510, 0.88187, -1.43321], [6.80306, 1.00891, 0.34473], [6.27736, 2.11971, 2.48193], [4.04840, 3.10508, 2.85254], [2.32327, 2.96375, 1.07590]], "forces_ev_per_a": [[-0.149, -0.155, -0.183], [0.230, 0.218, 0.202], [0.266, 0.051, 0.203], [-0.237, 0.178, -0.125], [0.332, 0.115, 0.327], [-1.029, 0.399, -0.811], [0.493, -0.197, 0.378], [0.128, 0.125, 0.145], [0.090, -0.258, 0.007], [0.000, -0.422, 0.106], [0.138, -0.985, -0.073], [0.807, 0.932, -0.604], [-0.330, 0.594, 0.504], [-0.540, -0.362, -0.108], [0.007, 0.295, -0.105], [0.451, 0.079, 0.058], [0.009, 0.088, 0.030], [-0.148, -0.141, -0.291], [0.091, 0.021, 0.088], [-0.237, -0.135, 0.196], [-0.241, 0.205, 0.049], [-0.151, -0.358, -0.055], [0.216, 0.146, 0.197], [-0.334, 0.047, -0.003], [-0.119, 0.053, -0.295], [-0.142, -0.488, -0.012], [-0.022, 0.121, 0.233], [0.177, -0.018, 0.239], [-0.230, -0.026, -0.479], [0.032, -0.050, -0.192], [-0.035, 0.033, 0.024], [0.055, -0.039, -0.035], [-0.101, -0.005, -0.065], [-0.050, 0.115, 0.159], [0.027, -0.088, 0.008], [0.032, 0.037, -0.005], [0.002, 0.012, 0.043], [-0.068, -0.037, -0.056], [-0.001, -0.033, -0.005], [-0.032, 0.013, 0.055], [0.152, 0.052, -0.053], [-0.225, -0.115, 0.038], [-0.068, -0.037, -0.118], [-0.106, 0.032, 0.196], [-0.026, 0.067, -0.013], [-0.047, 0.021, -0.074], [-0.004, 0.038, 0.037], [0.001, -0.026, 0.087], [0.046, 0.017, 0.027], [0.030, -0.002, -0.118], [0.024, 0.165, -0.031], [0.195, 0.049, -0.051], [-0.011, -0.161, 0.074], [-0.005, -0.084, -0.117], [0.206, -0.058, 0.007], [0.029, 0.019, 0.083], [0.055, 0.065, -0.011], [-0.047, 0.030, -0.015], [0.065, -0.120, -0.033], [0.059, 0.015, -0.186], [0.166, 0.047, 0.104], [0.022, -0.113, 0.070], [0.118, 0.035, 0.120], [-0.088, 0.018, 0.110], [0.098, -0.089, -0.080], [0.083, -0.049, -0.027], [0.066, 0.003, 0.072], [-0.031, 0.049, 0.071], [-0.139, 0.052, 0.086]], "lowdin_charge": [-0.058, -0.078, -0.199, 0.015, 0.022, -0.144, -0.363, 0.077, 0.079, 0.080, -0.192, -0.134, -0.134, -0.340, -0.039, -0.134, -0.149, -0.169, -0.394, -0.070, -0.071, -0.179, -0.409, -0.062, -0.076, 0.737, -0.274, -0.256, -0.282, -0.063, -0.060, -0.066, -0.057, -0.043, 0.098, 0.098, 0.103, 0.110, 0.123, 0.123, 0.100, 0.135, 0.142, 0.055, 0.117, 0.135, 0.118, 0.127, 0.133, 0.078, 0.078, 0.058, 0.075, 0.076, 0.052, 0.119, 0.127, 0.117, 0.082, 0.047, 0.085, 0.076, 0.081, 0.074, 0.116, 0.110, 0.107, 0.109, 0.102]}


Entry 3:
{"formula": "C24H36BN6P2RhSbSe4", "method": "ωB97M-V/def2-TZVPD", "spin_multiplicity": 5, "total_charge": 1, "orbital_gap_ev": [7.0, 5.4], "total_energy_ev": -324593.547, "elements": ["Rh", "C", "P", "C", "N", "C", "C", "C", "C", "C", "C", "N", "C", "P", "C", "C", "C", "C", "C", "C", "C", "C", "C", "H", "H", "H", "H", "H", "H", "H", "H", "H", "H", "H", "H", "H", "H", "H", "H", "H", "H", "H", "H", "H", "H", "H", "H", "H", "H", "H", "H", "B", "N", "C", "C", "C", "N", "N", "C", "C", "C", "N", "H", "H", "H", "H", "H", "H", "H", "H", "Se", "Sb", "Se", "Se", "Se"], "coordinates": [[-0.25095, -0.16232, -1.46653], [1.54346, -2.29307, 0.66118], [1.40565, -0.57901, 0.11258], [0.89587, 0.32145, 1.62599], [1.46659, 0.00332, 2.76183], [1.12244, 0.73632, 3.85136], [1.68645, 0.41258, 5.11260], [1.37714, 1.17290, 6.19580], [0.49807, 2.28783, 6.07767], [-0.06122, 2.61119, 4.88179], [0.23666, 1.82552, 3.73825], [-0.36698, 2.11769, 2.55738], [-0.07624, 1.35610, 1.53305], [-0.93480, 1.59923, -0.08562], [-0.21002, 3.16170, -0.67525], [-2.71726, 2.03964, 0.22208], [-2.91976, 3.06266, 1.34581], [-3.49360, 0.77450, 0.56183], [-3.25316, 2.65378, -1.08115], [3.13568, -0.01633, -0.24752], [3.77531, -1.04311, -1.19623], [3.99617, 0.07468, 1.01504], [3.06426, 1.36290, -0.91015], [2.35784, -2.36991, 1.38036], [1.72258, -2.94744, -0.19186], [0.61290, -2.59107, 1.13885], [2.35478, -0.43620, 5.17590], [1.80266, 0.93438, 7.16203], [0.27135, 2.87812, 6.95615], [-0.74297, 3.44470, 4.77150], [-0.37439, 3.94264, 0.06839], [-0.66359, 3.45588, -1.62019], [0.85959, 3.03626, -0.83076], [-2.62118, 2.68402, 2.31888], [-3.98987, 3.28892, 1.37421], [-2.38741, 3.99805, 1.16489], [-3.18295, 0.38197, 1.53350], [-3.38377, -0.00167, -0.19270], [-4.55635, 1.01744, 0.62742], [-2.95430, 3.69747, -1.18976], [-4.34440, 2.60987, -1.06606], [-2.93013, 2.12921, -1.98376], [3.92309, -2.00488, -0.70250], [4.75957, -0.66852, -1.48907], [3.19882, -1.21171, -2.10187], [4.10193, -0.88619, 1.51963], [3.61595, 0.79606, 1.73513], [4.99460, 0.40054, 0.70902], [2.33296, 1.39831, -1.72108], [4.04063, 1.61365, -1.33143], [2.80965, 2.13900, -0.18291], [-0.03973, -3.77078, -2.39687], [0.69230, -2.61080, -3.19712], [1.33461, -2.84964, -4.34482], [1.89352, -1.67168, -4.81288], [1.53036, -0.73008, -3.86363], [0.81981, -1.31227, -2.88324], [-0.90947, -3.27106, -1.17553], [-1.52769, -4.15904, -0.38631], [-2.12142, -3.49631, 0.66944], [-1.80934, -2.16235, 0.43698], [-1.08815, -2.02940, -0.67951], [0.81894, -4.51069, -1.95922], [-0.76386, -4.33793, -3.18289], [1.35049, -3.84982, -4.74800], [2.46938, -1.52299, -5.71002], [1.73932, 0.32754, -3.82834], [-1.49439, -5.20895, -0.63259], [-2.69399, -3.91728, 1.47861], [-2.04818, -1.29897, 1.02760], [-5.38001, -1.22398, -2.06638], [-4.01304, -0.42947, -3.79635], [-3.72888, -2.17452, -5.51873], [-4.99160, 1.65621, -4.68657], [-1.58632, 0.34516, -3.36733]], "forces_ev_per_a": [[0.589, -0.318, 0.452], [0.059, -0.035, 0.006], [-0.228, 0.205, 0.109], [0.003, -0.100, 0.000], [-0.141, 0.135, 0.033], [0.261, -0.314, 0.021], [-0.016, -0.014, -0.137], [-0.108, 0.177, 0.093], [0.129, -0.125, 0.130], [-0.027, -0.035, -0.133], [-0.252, 0.290, -0.023], [0.188, -0.146, 0.069], [-0.104, -0.018, -0.110], [0.293, -0.068, 0.091], [0.047, 0.046, 0.061], [-0.014, 0.039, -0.069], [-0.107, 0.080, -0.034], [-0.015, -0.030, 0.106], [-0.023, 0.021, -0.013], [0.009, -0.005, -0.094], [0.066, 0.013, 0.039], [0.109, 0.025, -0.027], [0.061, 0.017, 0.005], [0.015, -0.029, -0.008], [0.025, 0.010, -0.012], [0.008, -0.019, 0.028], [-0.012, 0.022, -0.023], [-0.020, 0.024, -0.016], [0.019, -0.026, -0.009], [0.028, -0.018, -0.011], [0.013, 0.017, -0.030], [-0.013, -0.020, -0.014], [-0.020, 0.003, 0.024], [-0.060, -0.010, -0.077], [0.045, 0.046, -0.004], [0.001, -0.040, 0.015], [-0.035, -0.013, -0.010], [0.006, -0.023, -0.051], [0.017, -0.009, 0.031], [-0.020, -0.030, 0.025], [0.026, 0.044, 0.012], [-0.011, -0.070, 0.029], [0.002, 0.039, 0.006], [-0.026, -0.028, 0.013], [-0.027, 0.029, -0.018], [-0.031, 0.017, -0.015], [0.000, 0.027, -0.024], [-0.019, -0.035, 0.031], [0.013, -0.052, -0.039], [-0.015, 0.019, 0.050], [-0.010, -0.039, -0.007], [0.074, 0.100, -0.008], [-0.271, -0.110, 0.245], [-0.003, -0.093, -0.019], [-0.011, -0.028, -0.003], [-0.020, 0.037, 0.047], [0.030, 0.028, -0.146], [0.150, 0.102, -0.272], [0.050, -0.107, -0.068], [0.020, 0.045, 0.028], [-0.029, 0.021, 0.030], [-0.348, -0.242, 0.011], [-0.095, 0.128, -0.016], [0.076, 0.080, 0.096], [0.008, 0.053, 0.002], [-0.020, -0.009, 0.043], [0.007, -0.006, 0.002], [-0.002, 0.051, 0.022], [0.031, 0.032, -0.048], [-0.044, 0.047, 0.024], [-0.098, -0.075, 0.165], [0.050, -0.125, 0.173], [0.108, -0.070, -0.100], [-0.003, 0.113, -0.058], [-0.337, 0.354, -0.621]], "mulliken_spin": [1.034, -0.010, 0.020, -0.015, 0.001, -0.001, 0.000, 0.000, 0.000, 0.000, -0.002, -0.002, -0.064, -0.016, 0.001, -0.007, 0.002, -0.006, 0.013, -0.012, 0.008, 0.002, 0.004, 0.000, 0.001, 0.000, 0.000, 0.000, 0.000, 0.000, -0.004, 0.002, 0.008, 0.000, -0.002, 0.001, -0.002, 0.003, 0.002, 0.000, -0.002, 0.012, 0.000, 0.000, 0.000, 0.000, 0.000, 0.000, 0.031, 0.000, 0.001, -0.013, 0.029, -0.003, 0.016, 0.017, -0.033, -0.019, -0.004, 0.009, -0.031, 0.140, 0.000, -0.001, 0.001, 0.001, 0.006, 0.000, 0.000, 0.003, 0.194, -0.109, 0.995, 0.980, 0.820]}


Per-record energy relative to the best compared isomer or geometry (same formula, charge and spin), eV: 0.408; 3.999; 0.723